Density functional theory data (wB97M-V/def2-TZVPD) for a structure of composition C31H48KN3O5.

Summary:
ΔE to the lowest compared entry with this formula, charge and spin = 73.2 kJ/mol
largest force on an atom = 0.527 eV/A
E_HOMO = -0.2078 hartree
Kohn-Sham gap = 5.62 eV
molecular weight = 581.8 g mol⁻¹
LUMO energy = -0.034 eV
electronic energy = -63958.53605 eV

```
! RIJCOSX wB97M-V def2-TZVPD def2/J DEFGRID3
* xyz 0 1
K -0.79 1.05 -0.30
C -1.84 3.00 -2.84
C -2.15 3.89 -1.65
O -2.44 3.10 -0.51
C -2.60 3.84 0.69
C -2.24 2.99 1.90
O -0.89 2.54 1.91
C 0.09 3.35 2.51
C 0.42 4.63 1.75
O 0.60 4.44 0.36
C 1.93 4.36 -0.11
C 2.48 2.94 -0.16
O 1.66 2.02 -0.84
C 1.68 2.03 -2.26
C 0.56 2.83 -2.90
O -0.68 2.19 -2.69
H -1.74 3.64 -3.73
H -2.66 2.31 -3.00
H -3.01 4.52 -1.91
H -1.30 4.55 -1.42
H -3.65 4.15 0.79
H -1.99 4.74 0.64
H -2.86 2.09 1.91
H -2.45 3.58 2.80
H 0.97 2.71 2.57
H -0.20 3.62 3.53
H 1.31 5.08 2.20
H -0.40 5.35 1.87
H 2.60 4.98 0.50
H 1.92 4.79 -1.12
H 2.59 2.55 0.85
H 3.48 2.98 -0.62
H 1.59 0.98 -2.57
H 2.63 2.41 -2.62
H 0.76 2.90 -3.97
H 0.54 3.85 -2.49
C 0.62 -5.52 -2.81
C 0.03 -4.16 -2.56
C -0.81 -3.57 -3.51
C -1.32 -2.30 -3.25
C -2.21 -1.61 -4.26
C -1.01 -1.64 -2.08
C -0.20 -2.21 -1.05
C 0.32 -3.50 -1.37
N -0.03 -1.52 0.10
C 0.98 -1.85 1.09
C 2.40 -1.97 0.49
C 3.44 -2.21 1.60
C 3.08 -3.49 2.37
C 1.71 -3.33 3.02
C 1.72 -2.14 3.97
C 2.06 -0.87 3.18
C 3.45 -1.02 2.56
C 1.03 -0.66 2.07
C 0.65 -3.10 1.93
H 0.16 -6.00 -3.67
H 0.50 -6.17 -1.95
H 1.69 -5.44 -3.02
H -1.05 -4.08 -4.43
H -2.38 -2.25 -5.13
H -1.75 -0.69 -4.62
H -3.17 -1.36 -3.82
H -1.43 -0.64 -1.98
H 0.94 -4.02 -0.66
H 2.62 -1.04 -0.04
H 2.45 -2.78 -0.24
H 4.43 -2.33 1.14
H 3.84 -3.68 3.13
H 3.08 -4.35 1.69
H 1.46 -4.24 3.58
H 2.46 -2.29 4.77
H 0.74 -2.03 4.45
H 2.05 -0.01 3.86
H 4.20 -1.17 3.34
H 3.72 -0.11 2.01
H 1.30 0.24 1.50
H 0.03 -0.50 2.48
H -0.33 -2.96 2.39
H 0.58 -3.99 1.30
N -2.83 -1.35 0.63
C -3.70 -2.32 0.31
C -4.93 -1.72 0.17
C -4.69 -0.36 0.41
N -3.40 -0.14 0.68
H -1.78 -1.43 0.65
H -3.37 -3.33 0.19
H -5.87 -2.19 -0.07
H -5.39 0.46 0.41
*
```


Density functional theory data (wB97M-V/def2-TZVPD) for a cluster of 10 separate species, C31H48O29P2S2 in total in a non-equilibrium geometry.

Summary:
ΔE to the lowest compared entry with this formula, charge and spin = 134.5 kJ/mol
largest force on an atom = 1.726 eV/A
E_HOMO = -0.2816 hartree
Kohn-Sham gap = 7.93 eV
molecular weight = 1010.8 g mol⁻¹
LUMO energy = 0.268 eV
SMILES string = CCSCP(COO)[PH2]=S.O=C1OCCO1.O=C1OCCO1.O=C1OCCO1.O=C1OCCO1.O=C1OCCO1.O=C1OCCO1.O=C1OCCO1.O=C1OCCO1.O=C1OCCO1
electronic energy = -132548.02205 eV

```
! RIJCOSX wB97M-V def2-TZVPD def2/J DEFGRID3
* xyz 0 1
C 6.16 0.50 -1.66
C 4.72 -0.11 -1.81
S 4.46 -1.42 -0.54
C 3.25 -2.60 -1.25
P 1.65 -1.86 -1.90
C 1.25 -0.23 -1.05
O 1.30 -0.32 0.38
O 0.39 0.63 0.87
P 2.08 -1.49 -4.04
S 1.84 0.41 -4.44
H 6.16 1.05 -0.70
H 6.27 1.24 -2.47
H 6.94 -0.28 -1.69
H 4.02 0.71 -1.56
H 4.54 -0.48 -2.84
H 2.98 -3.36 -0.50
H 3.72 -3.16 -2.10
H 0.19 -0.01 -1.32
H 1.84 0.63 -1.45
H 0.76 1.52 0.75
H 3.35 -2.01 -4.41
H 1.11 -2.30 -4.72
C -0.39 -3.02 2.20
C -0.78 -3.38 0.79
O -0.17 -4.66 0.62
C -0.01 -5.20 1.85
O 0.31 -6.33 2.05
O -0.26 -4.30 2.82
H -1.14 -2.41 2.70
H 0.57 -2.50 2.24
H -1.86 -3.48 0.67
H -0.40 -2.66 0.06
C -3.26 2.89 2.43
C -3.67 2.56 1.03
O -3.07 1.27 0.82
C -2.88 0.71 2.04
O -2.55 -0.42 2.23
O -3.11 1.61 3.03
H -4.00 3.49 2.95
H -2.30 3.41 2.47
H -4.75 2.46 0.92
H -3.31 3.28 0.30
C 1.31 -4.43 5.68
C 0.38 -5.49 6.18
O 0.91 -5.78 7.48
C 1.60 -4.69 7.89
O 2.01 -4.53 8.99
O 1.74 -3.79 6.88
H 0.82 -3.72 5.02
H 2.19 -4.84 5.17
H -0.65 -5.14 6.28
H 0.39 -6.38 5.55
C 5.79 -7.02 -3.62
C 5.75 -6.72 -2.15
O 5.71 -5.29 -2.12
C 5.20 -4.88 -3.30
O 4.88 -3.76 -3.54
O 5.10 -5.91 -4.18
H 5.30 -7.96 -3.87
H 6.81 -7.05 -4.02
H 4.86 -7.11 -1.66
H 6.63 -7.09 -1.62
C 2.29 -2.34 -9.36
C 3.00 -2.31 -8.04
O 1.99 -1.85 -7.14
C 0.79 -2.16 -7.70
O -0.25 -2.08 -7.13
O 0.94 -2.59 -8.98
H 2.66 -3.13 -10.02
H 2.34 -1.38 -9.89
H 3.34 -3.29 -7.72
H 3.85 -1.62 -8.04
C 0.84 5.84 2.80
C 0.54 7.31 2.89
O -0.61 7.44 2.05
C -1.22 6.23 2.01
O -2.29 6.03 1.54
O -0.44 5.27 2.57
H 1.28 5.44 3.72
H 1.50 5.59 1.97
H 0.28 7.63 3.90
H 1.36 7.93 2.52
C -6.08 8.17 1.11
C -6.50 7.82 -0.29
O -5.92 6.53 -0.48
C -5.74 5.98 0.74
O -5.43 4.84 0.93
O -5.96 6.88 1.72
H -6.82 8.78 1.63
H -5.11 8.67 1.15
H -7.58 7.74 -0.40
H -6.12 8.52 -1.03
C -9.62 11.53 0.03
C -10.44 10.49 0.73
O -9.46 9.80 1.52
C -8.43 10.66 1.72
O -7.53 10.46 2.47
O -8.55 11.77 0.95
H -10.18 12.45 -0.16
H -9.20 11.18 -0.92
H -11.19 10.92 1.39
H -10.93 9.80 0.04
C 2.76 -8.44 1.95
C 3.64 -9.29 1.07
O 4.50 -8.32 0.46
C 4.52 -7.23 1.27
O 5.26 -6.31 1.13
O 3.60 -7.32 2.25
H 2.45 -8.95 2.86
H 1.87 -8.08 1.42
H 4.26 -9.99 1.65
H 3.08 -9.85 0.33
*
```


Density functional theory data (wB97M-V/def2-TZVPD) for a structure of composition C31H48O2P2Sn in a non-equilibrium geometry.

Summary:
ΔE to the lowest compared entry with this formula, charge and spin = 881.4 kJ/mol
largest force on an atom = 10.868 eV/A
E_HOMO (alpha / beta) = -0.3957 / -0.3957 hartree
Kohn-Sham gap (alpha / beta) = 1.98 / 3.41 eV
molecular weight = 633.4 g mol⁻¹
LUMO energy (alpha / beta) = -8.785 / -7.353 eV
electronic energy = -61403.13212 eV

```
! RIJCOSX wB97M-V def2-TZVPD def2/J DEFGRID3
* xyz 2 1
Sn 0.50 0.65 1.76
C 1.16 0.44 3.94
C 2.21 0.99 3.12
C 0.43 2.46 3.08
C 0.04 1.31 3.88
C 1.76 2.28 2.62
C 1.28 -0.79 4.79
H 1.97 -1.52 4.36
H 0.31 -1.28 4.93
H 1.66 -0.52 5.78
C -1.26 1.16 4.59
H -1.41 0.14 4.95
H -2.09 1.41 3.91
H -1.31 1.83 5.46
C -0.40 3.70 2.90
H -0.30 4.33 3.79
H -1.45 3.44 2.76
H -0.07 4.28 2.04
C 2.60 3.28 1.90
H 3.11 3.94 2.61
H 1.99 3.91 1.24
H 3.37 2.81 1.28
C 3.63 0.49 3.06
H 4.24 1.00 3.82
H 4.08 0.69 2.08
H 3.69 -0.58 3.25
C -0.44 -1.20 0.97
C 0.71 -1.55 1.69
C 2.01 -1.98 1.06
C 2.44 -1.04 -0.08
C 1.97 0.39 0.18
C 0.79 0.94 -0.38
C -0.18 0.13 -1.21
C -0.55 -1.22 -0.55
H 1.93 -3.02 0.71
H 2.03 -1.39 -1.03
H 2.79 -1.98 1.84
H 0.08 -2.03 -0.95
H -1.39 -1.25 1.49
H 0.54 -1.92 2.70
H -1.58 -1.47 -0.82
H -1.08 0.72 -1.34
H 0.77 2.01 -0.57
H 0.24 -0.04 -2.22
H 3.53 -1.05 -0.18
H 2.78 1.09 0.38
P -0.72 -0.08 -5.52
P -0.37 2.65 -7.07
C -0.73 -0.14 -7.39
C -1.08 1.21 -8.02
H -1.47 -0.89 -7.68
H 0.25 -0.50 -7.74
H -0.67 1.26 -9.04
H -2.17 1.33 -8.10
C -1.19 4.04 -7.99
H -0.73 4.99 -7.68
H -2.25 4.08 -7.73
H -1.09 3.94 -9.07
C 1.30 2.72 -7.89
H 1.22 2.72 -8.98
H 1.89 1.85 -7.58
H 1.83 3.62 -7.57
C -2.17 -1.19 -5.20
H -2.23 -1.41 -4.13
H -2.09 -2.14 -5.75
H -3.09 -0.69 -5.49
C 0.65 -1.29 -5.19
H 1.62 -0.85 -5.45
H 0.52 -2.23 -5.75
H 0.67 -1.53 -4.12
O -1.60 -1.68 5.57
C -1.80 -1.78 4.23
O -0.99 -0.93 3.32
C -2.56 -3.05 4.20
C -1.70 -4.08 4.72
C -1.87 -4.59 6.04
C -2.94 -4.18 6.83
C -3.90 -3.33 6.29
C -3.75 -2.82 4.98
H -0.73 -4.27 4.28
H -1.11 -5.22 6.49
H -3.01 -4.50 7.87
H -4.70 -2.99 6.93
H -4.42 -2.00 4.74
*
```